A molecular structure, C42H80BN2P2SiSn, computed with ωB97M-V/def2-TZVPD.

DFT total energy	-80797.151	eV
LUMO energy	0.085	hartree
net charge	-1
relative energy (zero: lowest compared OMol25 entry of this formula, charge and spin)	64.44	kJ/mol
spin multiplicity	1
orbital gap	0.173	hartree
HOMO	-0.08730	Eh

```
129
Properties=species:S:1:pos:R:3:lowdin_charge:R:1
Sn 0.80 0.39 -0.67 0.897
P 0.96 -0.91 2.83 1.149
P 0.55 -1.24 -2.91 1.039
Si -2.25 2.79 -0.33 0.816
N -0.82 -2.51 -0.97 -0.025
N -1.02 -1.85 1.21 -0.019
C -0.43 4.93 -0.81 -0.142
C 6.16 -1.53 -1.03 -0.060
C 0.65 -0.92 5.76 -0.101
C -2.20 -4.60 -0.77 -0.023
C 6.07 0.91 -0.45 -0.060
C 0.91 -0.07 4.52 -0.703
C -0.17 1.02 4.46 -0.117
C -0.66 -0.42 -4.07 -0.687
C -3.52 2.30 1.15 -0.650
C 2.86 -0.50 -0.39 -0.291
C 1.87 -3.24 1.61 -0.095
C -1.60 -3.44 -0.30 -0.181
C 1.66 -2.66 3.02 -0.675
C -1.09 -1.24 -5.29 -0.091
C -4.70 3.22 1.46 -0.116
C -3.42 3.57 -1.75 -0.649
C -4.55 2.58 -2.05 -0.136
C -2.96 -5.35 0.12 -0.116
C -1.19 4.32 0.39 -0.650
C 2.25 0.66 4.69 -0.119
C -0.10 3.81 1.34 -0.153
C -3.11 -4.94 1.44 -0.112
C 2.03 -1.98 -3.76 -0.686
C 3.01 -0.83 -4.07 -0.094
C 5.54 -0.48 -0.09 -0.635
C -1.91 5.47 1.11 -0.114
C -4.07 0.90 0.86 -0.135
C 5.91 -0.81 1.36 -0.064
C -0.09 0.93 -4.54 -0.099
C 4.07 -0.50 -0.25 -0.172
C -1.74 -3.03 1.03 -0.184
C -0.85 -1.23 2.51 -0.291
C 2.71 -2.92 -2.75 -0.098
C -2.61 3.65 -3.06 -0.139
C -1.90 -0.13 -3.21 -0.121
C 0.83 -3.67 3.81 -0.080
C 1.73 -2.77 -5.04 -0.091
C -2.69 2.16 2.42 -0.155
C -2.51 -3.78 1.91 -0.029
C 3.06 -2.51 3.63 -0.109
C -4.05 4.95 -1.53 -0.118
C -0.43 -2.70 -2.34 -0.283
B -0.40 -1.47 -0.04 -0.666
H 3.66 -1.79 3.07 0.061
H 1.39 -4.61 3.87 0.085
H 7.16 0.93 -0.35 0.077
H 0.66 -0.27 6.64 0.081
H 2.55 -4.10 1.69 0.084
H -3.72 -5.53 2.12 0.092
H -3.30 5.74 -1.57 0.057
H -1.18 0.61 4.45 0.070
H 3.93 -1.26 -4.46 0.084
H -4.69 0.85 -0.04 0.051
H -3.26 3.99 -3.88 0.075
H 5.61 -1.83 1.61 0.074
H -4.57 5.02 -0.57 0.056
H -1.31 -2.28 -5.04 0.069
H 1.48 -2.12 -5.87 0.063
H 5.41 -0.13 2.05 0.081
H -4.68 0.55 1.70 0.073
H -1.69 0.49 -2.33 0.012
H 6.99 -0.73 1.50 0.079
H -4.17 1.57 -2.20 0.056
H 5.84 -2.53 -0.75 0.081
H 2.61 -0.15 -4.82 0.062
H 0.18 1.56 -3.70 0.063
H 7.25 -1.49 -0.97 0.078
H -1.18 6.22 1.44 0.073
H -1.37 -0.27 2.52 0.055
H -4.38 4.24 1.67 0.056
H 2.48 1.27 3.81 0.076
H 0.38 2.90 0.97 0.003
H -2.65 -3.47 2.94 0.102
H 2.89 -2.43 -1.79 0.043
H -0.08 1.65 5.35 0.088
H 0.08 4.16 -1.39 0.065
H 1.40 -1.69 5.92 0.056
H 0.33 5.64 -0.45 0.072
H -2.22 2.67 -3.33 0.032
H 3.57 -3.48 3.60 0.082
H -5.24 2.86 2.36 0.072
H -1.75 1.64 2.22 0.029
H -0.06 1.66 3.59 0.062
H -5.43 3.26 0.65 0.054
H 5.64 1.66 0.21 0.086
H 3.68 -3.20 -3.17 0.085
H 5.86 -1.35 -2.06 0.074
H 3.25 -0.27 -3.17 0.064
H -2.08 -4.91 -1.80 0.101
H -2.43 5.11 2.00 0.052
H 2.63 -3.34 -5.32 0.084
H 5.81 1.17 -1.48 0.082
H 3.03 -2.19 4.67 0.055
H -2.60 0.45 -3.82 0.082
H 3.08 -0.04 4.83 0.058
H 2.14 -3.83 -2.59 0.071
H -2.63 5.98 0.48 0.054
H -0.33 -1.40 5.73 0.078
H -0.86 1.45 -5.12 0.087
H -2.45 3.12 2.87 0.065
H 0.94 -3.59 1.17 0.069
H 0.92 -3.49 -4.90 0.078
H -5.08 2.88 -2.96 0.074
H -2.41 -1.03 -2.88 0.081
H 0.15 -3.62 -2.45 0.089
H 0.78 0.80 -5.18 0.061
H -0.49 3.59 2.34 0.043
H -2.00 -0.80 -5.70 0.085
H -1.31 -1.85 3.28 0.084
H 0.68 4.57 1.46 0.072
H -0.34 -1.23 -6.08 0.062
H -1.76 4.33 -3.00 0.051
H 2.21 1.31 5.57 0.079
H -3.24 1.58 3.17 0.081
H -1.10 5.48 -1.47 0.050
H -4.78 5.16 -2.32 0.071
H -5.29 2.53 -1.25 0.051
H -3.25 0.18 0.71 0.055
H 2.33 -2.51 0.93 0.041
H -1.32 -2.82 -2.97 0.083
H 0.60 -3.36 4.82 0.056
H -3.44 -6.26 -0.22 0.090
H -0.11 -3.90 3.30 0.060
```

24 unconnected molecules or ions with the total composition C42H80BrCl46N2O4P2S in a non-equilibrium geometry, computed with ωB97M-V/def2-TZVPD.

DFT total energy	-731509.789	eV
LUMO energy	0.056	hartree
net charge	-1
spin multiplicity	1
orbital gap	0.235	hartree
HOMO	-0.17870	Eh

```
178
Properties=species:S:1:pos:R:3:lowdin_charge:R:1
Br -1.60 -3.63 -1.38 0.206
Cl 0.58 4.73 -5.37 0.528
Cl 3.92 -1.74 8.89 0.489
Cl 5.85 -3.24 -2.57 0.476
Cl -2.80 -1.78 6.89 0.511
Cl -1.62 0.15 -5.41 0.491
Cl 7.53 2.59 1.12 0.493
Cl -7.55 7.79 -1.42 0.497
Cl -3.39 -0.06 -2.11 0.570
Cl -3.54 0.95 6.09 0.582
Cl 10.81 -7.56 0.80 0.523
Cl 4.33 -0.32 -5.96 0.481
Cl -11.11 -1.47 -3.22 0.588
Cl 1.70 -0.82 -4.76 0.487
Cl 2.56 -1.81 6.30 0.678
Cl -0.93 -2.68 -5.06 0.464
Cl 11.97 -5.16 -0.40 0.543
Cl -9.89 2.79 1.10 0.530
Cl -8.10 0.87 -2.19 0.526
Cl 6.43 0.15 2.29 0.556
Cl -4.51 2.30 -0.85 0.530
Cl 2.02 6.98 -3.16 0.491
Cl 7.64 -9.78 -8.02 0.571
Cl -7.89 1.23 3.53 0.595
Cl -7.42 3.42 -0.34 0.471
Cl 4.79 -0.12 -2.65 0.520
Cl 7.96 -5.49 -1.48 0.516
Cl 2.22 -5.46 -3.77 0.491
Cl 4.22 1.53 -0.31 0.587
Cl -13.16 3.21 2.29 0.495
Cl -8.23 -0.85 0.16 0.564
Cl 10.60 -10.62 -5.49 0.492
Cl -2.79 4.82 -2.67 0.542
Cl 1.00 -7.80 -2.51 0.485
Cl -0.13 7.55 -5.70 0.496
Cl 7.74 -2.13 -4.50 0.490
Cl -2.84 7.57 -1.66 0.535
Cl -12.97 -2.68 -1.32 0.512
Cl 2.76 5.59 -0.70 0.557
Cl -12.07 5.64 1.07 0.520
Cl -6.81 6.29 0.98 0.575
Cl 11.73 -8.30 -6.87 0.493
Cl 6.97 -6.97 -8.43 0.518
Cl 9.11 -5.94 -4.13 0.544
Cl 12.29 -4.29 4.93 0.504
Cl -8.84 3.71 4.74 0.516
Cl 11.61 -2.97 2.42 0.549
S -4.19 3.48 4.12 0.622
P -0.91 -2.88 0.67 0.653
P -0.28 1.24 1.64 0.676
O -0.14 -0.34 0.77 -0.379
O -1.84 -3.73 1.74 -0.381
O -1.96 0.86 2.02 -0.316
O -5.90 -2.01 1.75 0.024
N -5.28 0.15 2.38 0.106
N 1.30 1.98 -2.27 0.011
C -4.77 0.59 -1.22 -0.988
C -12.38 -2.68 -2.98 -1.000
C -2.66 -1.08 3.07 -0.134
C -8.85 4.08 0.47 -1.023
C -2.07 -1.51 -5.76 -1.013
C 6.48 -8.64 -8.72 -0.997
C 3.01 1.97 3.32 -0.063
C -1.76 3.57 2.63 -0.301
C -2.41 -0.45 1.69 -0.305
C 1.63 1.33 1.36 -0.258
C 9.43 -5.84 -2.39 -1.035
C 2.43 0.94 2.59 -0.245
C 4.46 -0.11 -0.92 -0.980
C 2.68 -0.35 3.05 -0.226
C -3.27 -0.16 7.44 -0.997
C -0.60 5.87 -6.02 -1.005
C 0.72 -6.18 -3.16 -1.043
C 2.86 0.41 -5.29 -1.039
C -9.16 -0.05 -1.11 -1.036
C 3.19 6.86 -1.84 -1.010
C -0.34 2.92 2.56 -0.260
C -5.13 -1.30 2.38 -0.446
C 10.27 -9.03 -6.19 -1.060
C 3.47 -0.57 4.17 -0.240
C 7.24 1.68 2.61 -1.012
C -1.88 6.32 -2.48 -1.004
C 3.79 1.77 4.43 -0.119
C -0.18 3.25 -0.59 -0.220
C 12.75 -3.05 3.76 -1.007
C -13.51 4.85 1.72 -1.015
C -1.31 -1.05 0.71 -0.557
C 6.47 -3.33 -4.22 -1.025
C -2.37 3.31 4.02 -0.593
C 4.03 0.48 4.86 -0.168
C -0.81 1.93 -0.07 -0.221
C 11.64 -6.03 1.11 -1.029
C -9.25 2.05 4.31 -1.019
C 0.43 3.16 -2.05 -0.299
C 2.13 -1.57 2.32 -0.043
C -3.98 -1.89 3.19 -0.110
C 2.95 -2.71 7.77 -0.982
C -6.34 7.57 -0.15 -0.992
H -3.05 -1.70 -5.34 0.021
H 8.20 1.47 3.08 0.019
H -13.21 -2.46 -3.65 0.024
H 3.52 -3.59 7.50 0.024
H -1.56 5.67 -5.55 0.009
H 0.44 3.61 2.23 0.060
H 5.66 -3.15 -4.91 0.014
H -6.24 0.42 2.59 -0.076
H 3.12 1.02 -4.43 -0.026
H 9.53 -9.14 -6.98 -0.098
H 0.78 1.28 -2.80 0.034
H -11.97 -3.66 -3.21 0.027
H 4.67 0.28 5.73 0.096
H -1.89 2.07 -0.07 0.024
H -5.67 0.49 -1.82 -0.053
H -2.41 3.32 1.78 0.076
H -2.09 -1.65 -6.84 0.022
H 13.73 -3.30 3.37 0.026
H -0.68 5.72 -7.09 0.025
H 2.39 -1.55 1.26 0.071
H 2.83 3.00 2.99 0.110
H 2.03 -3.00 8.27 0.021
H 9.88 -8.38 -5.42 -0.022
H -4.62 2.39 3.44 -0.173
H 12.58 -6.23 1.61 0.026
H -8.53 4.70 1.30 -0.054
H 5.51 -8.80 -8.26 0.028
H -0.62 1.16 -0.84 0.068
H -1.30 -4.43 2.14 0.044
H -4.88 0.03 -0.30 -0.010
H -2.48 0.23 8.06 0.023
H 0.01 -6.25 -3.98 0.023
H -13.88 5.44 2.56 0.024
H 1.98 2.32 1.05 0.043
H 6.42 -8.81 -9.79 0.025
H 4.17 6.65 -2.25 0.027
H 4.25 2.61 4.96 0.098
H 11.01 -5.41 1.74 -0.032
H 9.83 -6.79 -2.05 -0.001
H -0.08 2.68 3.61 0.073
H 1.05 4.05 -2.31 0.036
H 0.57 3.73 0.05 0.053
H -1.00 3.98 -0.69 0.058
H 12.78 -2.09 4.25 0.025
H -14.26 4.80 0.95 0.024
H -6.23 8.50 0.40 0.027
H -2.14 2.28 4.30 0.005
H 3.65 -1.59 4.47 0.016
H -9.87 0.63 -0.66 -0.018
H -9.41 4.68 -0.24 0.015
H -9.51 1.51 5.21 0.026
H 2.39 1.02 -6.05 0.024
H 2.48 -2.50 2.78 0.077
H -4.29 -1.84 4.24 0.093
H -5.39 7.30 -0.61 -0.029
H -2.69 -0.28 3.81 0.058
H 3.56 -0.69 -0.73 0.026
H 0.33 -5.55 -2.37 -0.047
H -0.38 3.08 -2.78 0.067
H -10.08 2.06 3.62 -0.035
H -1.88 3.93 4.78 0.075
H 5.31 -0.55 -0.40 0.001
H -4.19 -0.25 8.01 0.020
H 1.04 -1.55 2.44 0.045
H 10.15 -5.05 -2.21 -0.034
H 3.22 7.81 -1.31 0.022
H -0.01 0.63 2.92 0.057
H -1.75 -0.89 -0.30 0.017
H -1.61 6.69 -3.46 -0.028
H 6.89 -4.32 -4.38 -0.033
H -5.05 0.50 1.46 0.037
H 1.87 0.59 0.58 0.039
H -1.61 4.67 2.58 0.096
H -0.99 6.12 -1.89 0.017
H -9.68 -0.81 -1.70 -0.104
H 1.64 1.57 -1.41 0.020
H -1.79 -1.70 3.32 0.108
H -3.90 -2.95 2.95 0.100
H -3.27 -0.26 1.03 0.098
H 6.62 2.27 3.27 0.017
```

What is the spin multiplicity in the second record?
1